Record 1
Computed, not measured: a cluster of 4 separate species, C24H54O8S in total in a non-equilibrium geometry, with the ωB97M-V functional and the def2-TZVPD basis.

Frontier orbital gap: 10.3 eV
Energy relative to the best compared isomer or geometry (same formula, charge and spin): 0.00 kcal/mol
LUMO level: 0.0225 Eh

Positions of all 87 atoms, in Å:
C: 1.6902 -0.2034 -0.3431
C: 0.6950 0.3530 -1.3662
C: 0.4511 1.8464 -1.1927
C: -0.0620 2.2464 0.1898
C: -1.3047 1.4942 0.6940
C: -2.6548 2.1654 0.4017
C: -2.7826 2.7501 -0.9961
O: -4.1793 2.7802 -1.4068
S: -4.4489 1.7689 -2.6593
O: -4.8743 2.5827 -3.7652
O: -5.8747 1.1811 -2.1045
C: -5.7772 0.5307 -0.8362
C: -4.9192 -0.7148 -0.8928
O: -4.5502 -1.0344 0.4459
C: -3.5924 -1.9960 0.6240
O: -2.7867 -1.8614 1.5435
C: -3.6213 -3.2495 -0.2274
C: -2.9581 -3.1338 -1.6038
H: 2.2165 -1.0389 -0.7993
H: 2.4369 0.5375 -0.0774
H: 1.1836 -0.5877 0.5369
H: 1.1401 0.2175 -2.3515
H: -0.2224 -0.2311 -1.3720
H: -0.1733 2.2137 -2.0042
H: 1.4176 2.3334 -1.3293
H: 0.7339 2.0772 0.9095
H: -0.2780 3.3145 0.1930
H: -1.3195 0.4580 0.3676
H: -1.2312 1.4470 1.7782
H: -2.8146 2.9339 1.1546
H: -3.4534 1.4396 0.5266
H: -2.2398 2.1168 -1.6935
H: -2.4085 3.7633 -1.0577
H: -6.7843 0.2555 -0.5438
H: -5.4183 1.2342 -0.0911
H: -5.4956 -1.5295 -1.3325
H: -4.0303 -0.5795 -1.5010
H: -3.0534 -3.9880 0.3255
H: -4.6482 -3.6053 -0.2980
H: -1.9483 -2.7512 -1.4926
H: -3.4838 -2.4670 -2.2754
H: -2.9286 -4.1233 -2.0434
C: 2.7770 4.4394 -5.3302
C: 3.0346 4.5338 -3.8358
O: 3.7197 3.4176 -3.3002
C: 5.0134 3.1767 -3.8186
C: 5.9948 4.3116 -3.5773
H: 2.2823 3.4981 -5.5725
H: 2.1406 5.2634 -5.6532
H: 3.7016 4.4894 -5.9074
H: 2.0827 4.5658 -3.3050
H: 3.5634 5.4628 -3.5932
H: 4.9613 2.9325 -4.8857
H: 5.3634 2.2797 -3.3074
H: 5.7276 5.2082 -4.1387
H: 6.9965 4.0133 -3.8873
H: 6.0188 4.5756 -2.5192
C: 6.0996 2.3207 2.2009
C: 4.6731 2.8117 2.0197
O: 3.6978 1.7935 2.1357
C: 3.6355 1.1301 3.3836
C: 3.2968 2.0435 4.5497
H: 6.3004 1.4804 1.5352
H: 6.8030 3.1228 1.9760
H: 6.2906 1.9901 3.2231
H: 4.5514 3.2097 1.0119
H: 4.4567 3.6329 2.7125
H: 4.5669 0.5860 3.5772
H: 2.8516 0.3811 3.2695
H: 4.0953 2.7589 4.7530
H: 3.1416 1.4548 5.4540
H: 2.3881 2.6088 4.3390
C: -1.7157 -8.6634 3.3630
C: -1.1738 -7.3712 2.7752
O: -2.0084 -6.7962 1.7877
C: -3.3035 -6.4232 2.2175
C: -3.3103 -5.3679 3.3115
H: -1.9599 -9.3704 2.5693
H: -0.9727 -9.1160 4.0199
H: -2.6193 -8.4963 3.9513
H: -0.2287 -7.5696 2.2699
H: -0.9615 -6.6459 3.5687
H: -3.8780 -7.3053 2.5226
H: -3.7966 -6.0226 1.3309
H: -2.9043 -5.7513 4.2488
H: -4.3302 -5.0342 3.5049
H: -2.7103 -4.5057 3.0157

=====

Record 2
Computed, not measured: the ion C5H10NOS with charge -1 in a non-equilibrium geometry, with the ωB97M-V functional and the def2-TZVPD basis.

Frontier orbital gap: 6.4 eV
Energy relative to the best compared isomer or geometry (same formula, charge and spin): 44.33 kcal/mol
SMILES: CN(C)C(=O)CC[S-]
LUMO level: 0.1355 Eh
Charge: -1

Positions of all 18 atoms, in Å:
C: -0.3071 0.6577 1.2351
C: -1.8024 0.4873 1.1611
S: -2.1821 -1.2139 0.5312
C: 0.5083 0.8562 -0.0466
N: 1.4603 -0.0970 -0.5323
C: 1.1349 -1.5917 -0.6267
C: 2.4653 0.4763 -1.5018
O: 0.7538 1.9396 -0.5821
H: 0.0603 -0.2183 1.7493
H: -0.1007 1.5527 1.9198
H: -2.2707 0.5942 2.0546
H: -2.1366 1.2462 0.4159
H: 1.8671 -2.2805 -0.2500
H: 0.0249 -1.5885 -0.2926
H: 0.9574 -1.8206 -1.6098
H: 2.8357 1.5414 -1.2761
H: 2.0831 0.5131 -2.6189
H: 3.3468 -0.2700 -1.5358

=====

Record 3
Computed, not measured: a structure of composition C23H49N3OP4Zr in a non-equilibrium geometry, with the ωB97M-V functional and the def2-TZVPD basis.

Frontier orbital gap (spin up / spin down): 2.4 / 2.4 eV
LUMO level (spin up / spin down): -0.5808 / -0.5811 Eh
Charge: +4

Positions of all 81 atoms, in Å:
Zr: 0.5084 -0.0823 0.1357
P: 2.4072 0.8685 1.5894
P: -0.3369 2.2156 -0.7135
P: 2.5813 -0.5796 -1.4964
H: -0.9993 -2.5310 0.2273
C: 0.0658 -2.3879 0.0238
C: 1.0281 -2.2762 1.0860
H: 0.7381 -2.2807 2.1413
C: 2.2750 1.2655 3.3724
C: 3.0367 2.5000 1.0261
C: 4.0040 -0.0346 1.7005
C: -1.9730 1.9054 -1.4768
C: -0.6933 3.6849 0.3142
C: 0.5856 2.9973 -2.0807
C: 3.7011 -1.9998 -1.1388
C: 3.8214 0.6913 -1.9605
C: 2.0545 -1.0389 -3.1792
H: 0.3485 -2.8012 -0.9483
H: 2.0552 -2.6232 0.9607
H: 2.0502 0.3554 3.9429
H: 1.5002 2.0201 3.5560
H: 3.2512 1.6562 3.6914
H: 2.2329 3.2416 0.9885
H: 3.4980 2.4288 0.0366
H: 3.7920 2.8277 1.7502
H: 3.8175 -1.0774 1.9812
H: 4.5996 0.4498 2.4880
H: 4.5594 0.0000 0.7570
H: -2.0259 2.4980 -2.3973
H: -2.7524 2.2229 -0.7768
H: -2.1513 0.8487 -1.7167
H: -1.0404 4.4974 -0.3388
H: 0.2005 4.0283 0.8485
H: -1.4767 3.4753 1.0517
H: -0.0122 3.8370 -2.4544
H: 0.7464 2.2791 -2.8935
H: 1.5584 3.3707 -1.7369
H: 4.2737 -2.2297 -2.0490
H: 3.1214 -2.8853 -0.8539
H: 4.3953 -1.7738 -0.3218
H: 4.3612 0.3406 -2.8531
H: 4.5480 0.8747 -1.1618
H: 3.3148 1.6328 -2.2058
H: 2.9152 -1.3933 -3.7632
H: 1.5890 -0.1934 -3.7001
H: 1.3062 -1.8249 -3.1054
C: -1.3187 -1.6599 -4.1321
C: -2.4615 -1.1801 -4.8070
C: -2.8665 -1.8306 -5.9842
C: -2.1231 -2.8824 -6.5320
C: -0.9138 -3.2430 -5.9259
C: -0.4995 -2.6092 -4.7608
O: -0.9920 -1.3776 -2.8043
H: -1.2022 -0.4862 -2.4409
H: -3.0242 -0.3297 -4.4284
H: -3.7764 -1.5318 -6.5198
H: -2.4651 -3.4225 -7.4217
H: -0.2765 -4.0112 -6.3515
H: 0.4530 -2.8545 -4.3144
C: -2.3159 -0.9561 4.9863
N: -1.9142 0.4601 4.7851
C: -3.1059 1.2613 4.4008
N: -3.7583 0.7482 3.1774
C: -4.1328 -0.6726 3.4061
N: -2.9772 -1.5264 3.7783
C: -2.0051 -1.6180 2.6724
P: -1.2968 0.0146 2.1339
C: -0.8120 0.6140 3.8374
C: -2.8948 0.9394 2.0024
H: -3.0160 -0.9745 5.8365
H: -1.4242 -1.5562 5.2099
H: -2.7904 2.2979 4.2309
H: -3.8156 1.1987 5.2409
H: -4.5647 -1.0783 2.4827
H: -4.8720 -0.6980 4.2244
H: -1.1767 -2.2747 2.9727
H: -2.5003 -2.0476 1.7885
H: -0.5110 1.6725 3.7688
H: 0.0542 0.0238 4.1739
H: -3.3978 0.5782 1.0920
H: -2.6865 2.0115 1.8748

=====

Record 4
Computed, not measured: a cluster of 21 separate species, C22H64BFN4O22 in total in a non-equilibrium geometry, with the ωB97M-V functional and the def2-TZVPD basis.

Frontier orbital gap: 8.4 eV
LUMO level: -0.0033 Eh

Positions of all 114 atoms, in Å:
C: -1.3307 2.9938 -4.0264
B: 0.1995 2.6021 -4.0424
O: 1.1308 3.3497 -4.7196
C: 0.7251 1.3379 -3.2556
C: 1.2878 0.3287 -3.9741
C: 1.7556 -0.8603 -3.3624
N: 2.3053 -1.8280 -4.1434
C: 2.6970 -2.8820 -3.4662
C: 2.5650 -3.0191 -2.0757
C: 3.0283 -4.2651 -1.3502
C: 4.1672 -3.8714 -0.4239
F: 1.9660 -4.5938 -0.4792
N: 2.0247 -2.0933 -1.3238
C: 1.6068 -0.9807 -1.9718
C: 0.9894 0.0525 -1.2018
C: 0.8137 -0.2310 0.2754
C: -0.1537 -1.3880 0.4582
N: -0.9917 -1.6748 -0.4516
C: 0.5745 1.1970 -1.8267
C: -0.0694 2.3610 -1.0974
C: 0.9377 3.5326 -0.9817
C: 1.7080 3.5812 0.2958
O: 1.6505 2.7567 1.1655
N: 2.5340 4.7914 0.4690
C: 2.1406 5.4523 1.6897
C: 3.0583 5.7118 2.6960
C: 2.6298 6.3528 3.8505
C: 1.2990 6.7095 3.9756
C: 0.3758 6.4288 2.9863
C: 0.8014 5.8029 1.8188
H: -1.8339 2.1656 -3.5199
H: -1.7504 3.1473 -5.0242
H: -1.4601 3.9110 -3.4435
H: 0.6695 3.9677 -5.2972
H: 1.3765 0.4232 -5.0511
H: 3.1300 -3.7077 -4.0268
H: 3.2864 -5.0751 -2.0287
H: 4.8727 -3.2138 -0.9340
H: 3.7710 -3.2913 0.4056
H: 4.7026 -4.7310 -0.0269
H: 0.3635 0.6107 0.7875
H: 1.7791 -0.4864 0.7089
H: -0.1500 -1.9983 1.3689
H: -1.5344 -2.4925 -0.1719
H: -0.8991 2.7421 -1.6887
H: -0.4763 2.0682 -0.1355
H: 0.4679 4.5101 -1.1314
H: 1.6639 3.4180 -1.7956
H: 3.4799 4.4493 0.6249
H: 4.0783 5.3844 2.5338
H: 3.3496 6.5583 4.6314
H: 0.9987 7.2224 4.8837
H: -0.6705 6.6909 3.0742
H: 0.0887 5.5703 1.0359
O: 0.1058 8.7201 0.3302
H: 0.0180 9.4572 0.9422
H: 0.4270 7.9929 0.8779
O: 0.1676 8.6040 6.7671
H: 0.0726 9.3199 7.4031
H: 0.4515 7.8530 7.2984
O: -2.9727 0.8723 -2.1977
H: -2.5623 0.1491 -1.7057
H: -3.8107 0.5088 -2.5170
O: 5.2785 -5.1605 2.3583
H: 4.6169 -5.8330 2.1590
H: 5.4186 -5.2504 3.3121
O: -2.3941 -4.4115 -1.0480
H: -3.1094 -4.8017 -1.5639
H: -1.7582 -4.1345 -1.7147
O: -5.9480 0.8978 -2.4949
H: -6.3815 0.7294 -1.6540
H: -6.1387 1.8263 -2.6767
O: 5.9520 -6.9090 5.0277
H: 6.5567 -7.5221 4.5924
H: 5.3445 -7.4736 5.5162
O: 0.1763 -5.9330 1.5160
H: 0.6949 -5.7882 2.3174
H: 0.6874 -5.5116 0.8185
O: 2.5144 -3.8971 3.0458
H: 3.3159 -4.4272 2.9450
H: 2.6125 -3.1868 2.4040
O: -2.1889 0.0242 2.3798
H: -2.0072 -0.7204 1.7953
H: -2.2312 -0.3706 3.2563
O: -1.1999 6.2642 -1.2420
H: -1.4632 6.5407 -2.1269
H: -1.2157 7.0805 -0.7256
O: 8.3665 -6.4196 2.8050
H: 8.8020 -6.1179 3.6088
H: 7.7457 -5.7127 2.5910
O: -4.1059 -5.6622 1.1725
H: -3.5508 -5.4511 1.9277
H: -3.7156 -5.1510 0.4543
O: -2.0340 -7.1814 3.7631
H: -2.7581 -7.4499 3.1886
H: -1.2951 -7.0470 3.1597
O: -4.4768 5.9795 -1.7398
H: -4.8556 6.3247 -0.9259
H: -3.5727 5.7445 -1.4982
O: -1.0819 -3.8388 2.4248
H: -0.4414 -4.4205 1.9919
H: -1.5760 -4.4374 2.9935
O: -7.5299 3.6666 -2.8324
H: -7.3346 4.6003 -2.9586
H: -8.4672 3.5733 -3.0430
O: 0.1233 -6.1636 -2.5431
H: 0.5867 -5.8193 -1.7712
H: -0.4948 -5.4641 -2.7770
O: -9.9025 2.0500 -2.3777
H: -10.5076 1.3149 -2.5141
H: -9.6454 1.9848 -1.4525
O: -3.0641 -6.2465 -3.4856
H: -2.4096 -6.8086 -3.9138
H: -3.5637 -6.8545 -2.9297